# 1
The following is a quantum chemistry calculation of 2 unconnected molecules or ions with the total composition C7H14N4 at a distorted geometry, from the OMol25 dataset.

ORCA input file:
```
! RIJCOSX wB97M-V def2-TZVPD def2/J DEFGRID3
* xyz 0 1
C -2.22430 1.79090 -0.92923
C -3.16121 2.00868 1.86479
C 3.80676 -2.61573 1.08954
C 2.96861 -2.21618 -0.11899
C 1.79835 -1.30632 0.27071
C 0.97896 -0.91062 -0.87461
C 0.32597 -0.60299 -1.84079
H -1.01482 3.36111 -1.09145
H -2.52230 3.73059 -0.40348
H -1.96013 0.21199 -1.92132
H -3.88656 0.60270 -0.82255
H -2.24140 2.57674 1.68682
H -3.56024 1.93745 2.88060
H 4.63849 -3.26547 0.80165
H 4.23206 -1.73615 1.58961
H 3.20405 -3.15761 1.83066
H 2.57571 -3.10983 -0.61459
H 3.58975 -1.69584 -0.85463
H 2.17467 -0.40373 0.77494
H 1.15913 -1.81519 1.00743
H -0.25467 -0.33082 -2.64131
N -1.78614 3.04126 -0.50585
N -1.58087 1.14895 -1.80670
N -3.44166 1.37650 -0.34387
N -3.81821 1.37961 0.97260
*
```

Its gap between HOMO and LUMO is 9.792 eV. The energy above the lowest of the compared OMol25 structures with the same formula, charge and spin is 276.6 kJ/mol.

# 2
The following is a quantum chemistry calculation of a gas-phase ion, C7H14N4 (charge +2) at a distorted geometry, from the OMol25 dataset.

ORCA input file:
```
! RIJCOSX wB97M-V def2-TZVPD def2/J DEFGRID3
* xyz 2 1
C -1.13002 -1.55904 -1.44455
C 1.12459 -0.27730 -0.74834
C 1.27698 -0.98518 -1.91932
C 1.49688 0.64710 0.17517
C 0.88510 0.96598 1.53048
C 2.88450 1.30045 0.00034
C -3.06030 -0.18136 1.26596
N 0.16075 -1.28529 -1.20290
N -2.10917 -1.34142 -0.58266
N 1.98730 -1.08533 -2.98662
N -1.92426 -0.64036 0.54205
H -1.27082 -2.17606 -2.36997
H 0.94577 2.09938 1.46479
H -0.10026 0.48994 1.51952
H 1.59293 0.46622 2.23984
H 3.62392 0.62798 -0.25725
H 2.88682 2.11840 -0.73445
H 3.13747 1.76611 0.89580
H -3.74070 0.27481 0.58867
H -3.45252 -1.08745 1.88882
H -2.77420 0.58019 1.93949
H -3.06176 -1.25233 -0.97347
H 3.03125 -0.78452 -3.01085
H 1.66043 -1.56274 -3.80188
H -1.08277 -1.00687 1.02985
*
```

Its gap between HOMO and LUMO (alpha / beta) is 7.388 / 7.387 eV. The energy above the lowest of the compared OMol25 structures with the same formula, charge and spin is 451.4 kJ/mol.

# 3
The following is a quantum chemistry calculation of a molecular structure, C7H14NNiO4, from the OMol25 dataset.

ORCA input file:
```
! RIJCOSX wB97M-V def2-TZVPD def2/J DEFGRID3
* xyz 1 1
Ni -0.00068 -0.48753 0.05972
C 2.92381 -1.19563 0.34644
O 1.92106 -0.26066 -0.12338
C 2.32036 1.11631 -0.02638
C 1.22476 1.91465 -0.68412
O -0.00011 1.43622 -0.08752
C -1.22941 1.91777 -0.67260
C -2.31991 1.12001 -0.00613
O -1.92372 -0.25768 -0.11044
C -2.92161 -1.19064 0.37383
H 3.13807 -1.00211 1.39688
H 3.81795 -1.06757 -0.26091
H 2.50783 -2.18653 0.21673
H 3.26469 1.25813 -0.55343
H 2.44325 1.38632 1.02500
H 1.18993 1.72945 -1.76024
H 1.33062 2.98185 -0.49106
H -1.20485 1.73439 -1.74929
H -1.33164 2.98475 -0.47645
H -3.26948 1.26493 -0.52273
H -2.43146 1.38763 1.04720
H -3.12136 -0.99512 1.42682
H -2.50892 -2.18243 0.24051
H -3.82375 -1.06204 -0.22135
O 0.00242 -4.60946 0.74450
C 0.00152 -3.45334 0.53810
N 0.00063 -2.28168 0.33030
*
```

Its gap between HOMO and LUMO (alpha / beta) is 8.246 / 8.310 eV.

# 4
The following is a quantum chemistry calculation of 2 unconnected molecules or ions with the total composition C7H14NOPS2 at a distorted geometry, from the OMol25 dataset.

ORCA input file:
```
! RIJCOSX wB97M-V def2-TZVPD def2/J DEFGRID3
* xyz 0 1
C 1.39820 -1.01756 1.43392
C 1.64583 -0.68112 -1.13442
C 0.13682 -0.25092 1.54708
C 0.15114 -0.13608 -1.05860
C 1.60754 1.14657 0.32042
C 2.16814 -0.29923 0.22040
C 0.11817 0.65131 0.33282
N -4.11219 0.45753 -1.45897
O -4.64443 0.82921 1.06155
P -3.57160 0.09513 0.08832
S -3.75982 -1.80816 0.29166
S -1.12301 2.02284 0.22814
H 2.05621 -1.06288 2.32644
H 1.09374 -2.08701 1.33400
H 1.71294 -1.73398 -1.26724
H 2.11801 0.10676 -1.83793
H -0.74585 -0.95060 1.67376
H 0.21609 0.42704 2.40065
H -0.28260 0.57076 -1.85715
H -0.54666 -0.96080 -0.92422
H 2.10199 1.61676 1.10372
H 1.75154 1.75242 -0.54847
H 3.33327 -0.16641 0.18269
H -3.44645 1.18194 -1.83625
H -3.87325 -0.39793 -2.00662
H -4.63716 1.77839 0.72173
*
```

Its gap between HOMO and LUMO (alpha / beta) is 6.443 / 6.353 eV.

# 5
The following is a quantum chemistry calculation of 2 unconnected molecules or ions with the total composition C7H14NP, from the OMol25 dataset.

ORCA input file:
```
! RIJCOSX wB97M-V def2-TZVPD def2/J DEFGRID3
* xyz 0 1
C 2.05518 -1.62358 -1.04593
C -2.39496 -1.10791 -0.89091
C 0.77353 -1.60072 -0.71619
C -1.78711 -0.27359 -0.05644
C -2.47968 0.64667 0.89114
C 1.64052 -0.10082 2.09080
C 0.90493 2.52986 -1.54933
N 0.33442 0.02480 1.52664
P 0.02057 -0.08994 -0.02470
H 2.56573 -2.53068 -1.33751
H 2.63710 -0.71312 -1.06374
H -1.85457 -1.72630 -1.58849
H -3.46886 -1.21352 -0.89871
H 0.16161 -2.49546 -0.67999
H -3.54076 0.42124 0.96499
H -2.01179 0.56802 1.87080
H -2.35243 1.67463 0.54997
H 2.24974 -0.89228 1.63086
H 1.51984 -0.31757 3.15353
H 2.19369 0.84193 2.00610
H 1.08900 3.06068 -0.63885
H 1.74640 2.18257 -2.11350
H -0.00211 2.73510 -2.08051
*
```

Its gap between HOMO and LUMO (alpha / beta) is 7.825 / 7.775 eV. The energy above the lowest of the compared OMol25 structures with the same formula, charge and spin is 223.0 kJ/mol.

# 6
The following is a quantum chemistry calculation of a molecular structure, C7H14O at a distorted geometry, from the OMol25 dataset.

ORCA input file:
```
! RIJCOSX wB97M-V def2-TZVPD def2/J DEFGRID3
* xyz -1 2
C 1.02282 -1.25511 -1.21202
C 0.94468 0.28677 -1.37919
C 0.55650 0.97442 -0.09304
C -0.70065 1.31297 0.18935
C -1.89262 0.73801 -0.47409
C -2.63568 -0.33525 0.26629
C 1.60456 0.95602 0.97347
H 0.84654 -1.53343 -0.16840
H 0.34377 -1.77352 -1.88768
H 2.01643 -1.61605 -1.50679
H 0.21366 0.56545 -2.12979
H 1.92227 0.66493 -1.69963
H -0.90514 1.73268 1.16694
H -2.29027 1.14585 -1.38917
H -3.45302 -0.81532 -0.25409
H -2.91728 0.82437 0.39527
H 1.55409 1.85263 1.57844
H 1.29916 0.04320 1.57127
H 2.61884 0.80743 0.57829
H -1.99414 -0.98547 0.85848
H 1.18515 -2.02104 2.65250
O 0.66036 -1.56954 1.96357
*
```

Its gap between HOMO and LUMO (alpha / beta) is 6.615 / 6.893 eV. The energy above the lowest of the compared OMol25 structures with the same formula, charge and spin is 253.6 kJ/mol.

# 7
The following is a quantum chemistry calculation of 2 unconnected molecules or ions with the total composition C7H14O at a distorted geometry, from the OMol25 dataset.

ORCA input file:
```
! RIJCOSX wB97M-V def2-TZVPD def2/J DEFGRID3
* xyz -1 2
C -2.74981 0.61147 -0.32991
C -1.57521 0.78367 0.70280
C -0.34250 -0.04289 0.54820
C 0.60425 0.30149 -0.41305
C 0.89172 1.69012 -0.90447
C -1.39381 -2.20348 1.27241
C -0.31271 -1.39431 1.07699
H -3.67893 0.26329 0.11068
H -2.34976 0.18831 -1.25580
H -2.95634 1.63875 -0.66746
H -2.07915 0.70861 1.66295
H -1.26433 1.83217 0.67487
H 1.37275 -0.38697 -0.75942
H 0.24840 2.49535 -0.54984
H 0.78107 1.76417 -1.98864
H 1.87014 2.09830 -0.59944
H -1.33698 -3.25616 1.51783
H -2.38801 -1.77396 1.17195
H 0.69201 -1.70673 1.34842
H 5.07776 -0.49764 -0.74680
H 5.42642 -1.76470 -1.38487
O 5.46300 -1.34884 -0.48740
*
```

Its gap between HOMO and LUMO (alpha / beta) is 2.760 / 5.929 eV. The energy above the lowest of the compared OMol25 structures with the same formula, charge and spin is 78.9 kJ/mol.

# 8
The following is a quantum chemistry calculation of 2 unconnected molecules or ions with the total composition C7H14O at a distorted geometry, from the OMol25 dataset.

ORCA input file:
```
! RIJCOSX wB97M-V def2-TZVPD def2/J DEFGRID3
* xyz 0 1
C 0.95432 1.85114 1.80377
C 1.11037 0.43092 1.18744
C 0.56823 0.45248 -0.19532
C -0.66712 0.11931 -0.58876
C -1.73665 -0.36945 0.24846
C -3.01045 -0.41985 -0.14626
C 1.58257 0.97567 -1.20147
H -0.08850 2.00369 2.07911
H 1.26241 2.62878 1.10850
H 1.48574 2.00690 2.74750
H 2.10403 0.01252 1.34337
H 0.47246 -0.19469 1.82356
H -0.86895 0.36690 -1.62986
H -1.43009 -0.60191 1.26304
H -3.77378 -0.57879 0.60070
H -3.16777 -0.37956 -1.21679
H 2.49154 0.38451 -1.12713
H 1.74425 2.04045 -1.00297
H 1.25765 1.02785 -2.24468
H 1.34516 -3.06814 -0.81093
H 0.67682 -2.20921 -1.82056
O 0.48146 -2.68026 -1.00672
*
```

Its gap between HOMO and LUMO is 8.830 eV. The energy above the lowest of the compared OMol25 structures with the same formula, charge and spin is 162.8 kJ/mol.